No. 1
Here is a cluster of 12 separate species, C48H76N12O16 in total from OMol25. Energies are from ωB97M-V/def2-TZVPD.

As for the energy above the lowest of the compared OMol25 structures with the same formula, charge and spin: 0.0 kcal per mole. The calculation puts the total energy at -101632.9167 eV. The calculation puts the HOMO-LUMO gap at 7.2 eV. The lowest unoccupied orbital energy comes out at -1.27 eV. Its SMILES is O=[N+]([O-])c1ccccc1.O=[N+]([O-])c1ccccc1.O=[N+]([O-])c1ccccc1.O=[N+]([O-])c1ccccc1.CN(C)C=O.CN(C)C=O.CN(C)C=O.CN(C)C=O.CN(C)C=O.CN(C)C=O.CN(C)C=O.CN(C)C=O. The strongest force on any atom comes out at 0.0998 Eh/bohr.

Each line ends with the Löwdin charge.
Element x y z (Å)
C: -14.0444 26.4687 36.2560  -0.256
O: -14.2080 27.5033 36.9646  -0.044
N: -12.7557 26.0909 35.8147  -0.168
C: -11.6431 27.0139 35.8126  -0.071
C: -12.7591 25.0299 34.7693  -0.082
H: -14.8799 25.7932 36.0156  0.127
H: -10.7115 26.4996 36.0485  0.087
H: -11.6847 27.7630 36.6034  0.085
H: -11.5203 27.6479 34.9345  0.085
H: -11.8042 24.5079 34.7069  0.054
H: -13.6182 24.3783 34.6099  0.072
H: -12.6911 25.5933 33.8387  0.057
C: -15.6062 25.2542 32.0260  -0.316
O: -14.9833 25.5003 33.0497  -0.018
N: -15.4562 25.9163 30.8467  -0.165
C: -15.9164 25.5091 29.4932  -0.044
C: -14.4134 26.9027 30.7323  -0.066
H: -16.4018 24.4931 32.0221  0.137
H: -16.2443 24.4725 29.4158  0.080
H: -15.1969 25.5498 28.6754  0.078
H: -16.7894 26.1174 29.2570  0.087
H: -14.8984 27.8083 30.3678  0.094
H: -13.8752 27.2185 31.6260  0.089
H: -13.6670 26.5935 30.0005  0.085
C: -7.3007 27.9343 33.3853  -0.297
O: -7.7792 29.0649 33.5919  -0.036
N: -8.0913 27.0536 32.6642  -0.172
C: -7.4362 25.7132 32.5703  -0.049
C: -9.3899 27.2600 32.0179  -0.029
H: -6.2799 27.6270 33.6602  0.128
H: -7.5623 25.4285 31.5257  0.059
H: -7.9282 24.9744 33.2029  0.075
H: -6.3578 25.7621 32.7211  0.073
H: -9.6649 28.3021 31.8548  0.087
H: -9.3751 26.7262 31.0677  0.069
H: -10.1845 26.8927 32.6673  0.071
C: -11.7942 25.4158 24.8993  -0.371
O: -11.7238 25.3141 26.1212  -0.017
N: -12.7960 24.9843 24.1400  -0.135
C: -12.6414 25.1823 22.6390  -0.019
C: -13.8044 24.0966 24.7955  -0.023
H: -10.9621 25.8580 24.3298  0.134
H: -11.8567 25.9107 22.4345  0.079
H: -13.5019 25.4665 22.0332  0.081
H: -12.2766 24.2521 22.2035  0.078
H: -13.5541 23.0385 24.7190  0.091
H: -14.0693 24.2690 25.8387  0.067
H: -14.7844 24.2359 24.3392  0.081
C: -10.4284 24.0257 28.9155  -0.322
O: -9.4932 24.3550 29.6381  -0.023
N: -11.6649 23.7643 29.4645  -0.113
C: -12.7015 23.1476 28.5881  -0.058
C: -11.8492 23.6330 30.9986  -0.003
H: -10.4939 23.9024 27.8233  0.114
H: -13.5563 22.6145 29.0043  0.074
H: -12.2697 22.5076 27.8187  0.069
H: -13.0005 23.9834 27.9555  0.050
H: -12.8141 24.0535 31.2819  0.069
H: -11.6228 22.6243 31.3440  0.051
H: -11.2584 24.2448 31.6804  0.058
C: -7.1600 28.0030 25.6681  -0.284
O: -7.8443 27.5720 24.6905  -0.061
N: -7.8035 27.9762 26.8861  -0.200
C: -9.0511 27.2780 27.1299  -0.059
C: -7.3553 28.9816 27.9111  -0.033
H: -6.1575 28.4581 25.6756  0.127
H: -9.1171 26.3858 26.5072  0.071
H: -9.8693 27.9808 26.9726  0.099
H: -9.0725 26.7547 28.0859  0.070
H: -6.3168 29.2487 27.7150  0.084
H: -8.0544 29.8015 28.0757  0.080
H: -7.4475 28.4254 28.8439  0.069
C: -9.2993 20.0029 27.5791  -0.344
O: -9.9429 21.0189 27.8195  -0.025
N: -8.2124 19.6169 28.2766  -0.135
C: -7.6040 18.2185 28.1517  -0.027
C: -7.7219 20.4250 29.4314  -0.021
H: -9.6687 19.3201 26.7983  0.146
H: -6.5275 18.1270 28.2960  0.078
H: -7.7008 17.7980 27.1507  0.080
H: -8.0521 17.5623 28.8978  0.079
H: -7.5587 21.4650 29.1489  0.072
H: -8.4186 20.4101 30.2696  0.067
H: -6.7254 20.0941 29.7239  0.086
C: -5.3136 25.7563 27.3985  -0.332
O: -4.6557 26.4834 26.6422  -0.010
N: -4.8204 25.0557 28.4416  -0.177
C: -5.7864 24.2636 29.3858  0.006
C: -3.5056 25.0552 28.9205  -0.088
H: -6.3574 25.4408 27.2463  0.127
H: -6.8409 24.2050 29.1162  0.066
H: -5.4056 24.4657 30.3870  0.073
H: -5.3830 23.2654 29.2159  0.067
H: -2.8995 25.2348 28.0326  0.093
H: -3.2691 25.9602 29.4801  0.095
H: -3.2010 24.1609 29.4641  0.096
C: -11.5108 18.6194 31.1143  -0.036
C: -12.1122 17.4059 30.8532  -0.098
C: -12.7864 17.1193 29.7379  -0.039
C: -12.8739 18.1236 28.7832  -0.124
C: -12.3667 19.4067 29.0601  -0.033
C: -11.5931 19.6183 30.1548  -0.065
N: -13.6899 17.8496 27.5427  -0.245
O: -13.5434 18.7480 26.6532  0.042
O: -14.6553 16.9942 27.5587  0.032
H: -11.0364 18.8521 32.0561  0.091
H: -12.2186 16.6669 31.6335  0.113
H: -13.3689 16.2112 29.6875  0.127
H: -12.4405 20.2185 28.3516  0.096
H: -11.2816 20.6224 30.4023  0.097
C: -17.2248 17.0785 31.0346  -0.102
C: -18.0625 17.2907 30.0118  -0.069
C: -17.7356 18.3305 29.1650  -0.007
C: -16.5657 19.0833 29.2669  -0.133
C: -15.7350 18.8567 30.3716  0.012
C: -16.1378 17.8547 31.2806  -0.057
N: -16.2824 20.1230 28.2571  -0.308
O: -15.1949 20.6750 28.3483  0.041
O: -17.0133 20.2950 27.2671  0.075
H: -17.4622 16.2202 31.6457  0.115
H: -19.0370 16.9100 29.7439  0.120
H: -18.4777 18.5216 28.4040  0.119
H: -14.8301 19.4384 30.4681  0.108
H: -15.4913 17.7202 32.1352  0.108
C: -11.7390 18.7495 35.4566  -0.092
C: -10.3981 18.5773 34.9972  -0.028
C: -9.7394 19.7339 34.4718  -0.019
C: -10.4585 20.8516 34.0871  -0.156
C: -11.8126 20.9128 34.5118  0.019
C: -12.4520 19.8547 35.2134  -0.073
N: -9.9063 21.9619 33.2807  -0.310
O: -9.0316 21.6922 32.4680  0.083
O: -10.1556 23.1070 33.7045  0.049
H: -12.2613 17.9232 35.9158  0.107
H: -9.7466 17.7404 35.2007  0.102
H: -8.7000 19.6739 34.1848  0.114
H: -12.3458 21.7881 34.1713  0.105
H: -13.4743 20.0940 35.4664  0.114
C: -8.6127 23.2691 24.2873  -0.006
C: -8.1598 22.7545 25.5081  -0.079
C: -6.8498 22.4584 25.7560  -0.007
C: -5.8959 22.6617 24.7505  -0.133
C: -6.3102 23.1028 23.4850  -0.006
C: -7.6241 23.3344 23.2391  -0.052
N: -4.5385 22.2887 25.0070  -0.390
O: -3.7204 22.3556 24.1054  0.068
O: -4.1525 21.9420 26.0563  0.095
H: -9.6476 23.5725 24.3449  0.090
H: -8.8442 22.5968 26.3286  0.079
H: -6.6039 21.8612 26.6216  0.110
H: -5.6313 23.2257 22.6540  0.123
H: -7.9154 23.7981 22.3082  0.105


No. 2
Here is a structure of composition C48H77FGeN5O4PS2Si3Y from OMol25. Energies are from ωB97M-V/def2-TZVPD.

As for the energy above the lowest of the compared OMol25 structures with the same formula, charge and spin: 73.7 kcal per mole. Its net charge is -2. The calculation puts the total energy at -181542.2079 eV. The calculation puts the HOMO-LUMO gap (alpha / beta) at 4.7 / 4.7 eV. The lowest unoccupied orbital energy (alpha / beta) comes out at 3.84 / 3.84 eV. Its multiplicity is 2. The strongest force on any atom comes out at 0.0192 Eh/bohr.

Each line ends with the Löwdin charge.
Element x y z (Å)
Y: 0.2532 -0.2619 0.4707  1.296
C: 1.6938 -4.8450 -3.1762  -0.436
S: 0.7874 -5.0463 -1.6367  0.769
C: 1.1099 -3.4977 -0.8222  -1.168
S: 0.1815 -3.3053 0.6461  0.397
N: 2.0040 -2.7305 -1.3355  -0.078
N: 2.1401 -1.5680 -0.5720  -0.204
C: 3.3906 -1.1704 -0.4300  -0.177
C: 3.6471 -0.0482 0.3795  -0.318
C: 4.9530 0.4713 0.5871  -0.079
C: 5.1340 1.5915 1.3392  -0.097
C: 4.0051 2.2273 1.9156  -0.094
C: 2.7738 1.6712 1.6962  -0.155
N: 2.5553 0.5548 0.9698  0.008
H: 1.3069 -5.5919 -3.8701  0.019
H: 2.7672 -4.9798 -3.0522  0.024
H: 1.5186 -3.8461 -3.5725  0.023
H: 4.2046 -1.7259 -0.8921  0.114
H: 5.7931 -0.0334 0.1240  0.105
H: 6.1290 1.9951 1.4849  0.094
H: 4.0879 3.1302 2.5023  0.087
H: 1.8821 2.1235 2.1182  0.065
C: 2.2399 4.9004 0.2832  -0.212
Si: 0.3620 4.8754 0.3894  0.374
C: -0.2734 5.4140 -1.2889  -0.232
C: -0.1296 6.3983 1.4353  -0.233
Ge: -0.8162 3.1761 1.6028  0.644
Si: -3.1214 3.7881 1.0136  0.416
C: -3.9090 5.2910 1.8411  -0.232
C: -4.2739 2.3323 1.3317  -0.230
C: -3.2884 4.0360 -0.8549  -0.223
Si: -0.0963 3.7930 3.8963  0.432
C: 1.5330 4.7869 3.9518  -0.225
C: -1.3002 4.8119 4.9309  -0.227
C: 0.4012 2.2937 4.9202  -0.206
H: 2.5055 5.6646 -0.4518  0.028
H: 2.6559 3.9580 -0.0585  0.003
H: 2.7125 5.1631 1.2264  0.001
H: 0.4595 6.1468 -1.6409  0.029
H: -1.2330 5.9173 -1.1884  0.010
H: -0.3467 4.6266 -2.0293  0.007
H: -0.2562 7.2514 0.7606  0.023
H: 0.6125 6.6712 2.1805  0.008
H: -1.0754 6.2572 1.9562  -0.010
H: -3.8869 5.1960 2.9288  0.012
H: -4.9522 5.3846 1.5241  0.018
H: -3.3884 6.2132 1.5802  0.008
H: -4.7185 2.3562 2.3238  0.024
H: -3.7216 1.3956 1.2437  -0.005
H: -5.0758 2.3523 0.5865  0.023
H: -2.4108 3.7010 -1.3976  -0.007
H: -3.4479 5.0847 -1.1058  0.020
H: -4.1474 3.4633 -1.2157  0.012
H: 1.8926 5.1468 2.9993  -0.038
H: 2.3122 4.1483 4.3754  0.014
H: 1.4164 5.6547 4.6075  0.023
H: -1.4857 5.7891 4.4817  0.013
H: -0.8691 4.9691 5.9246  0.020
H: -2.2542 4.3002 5.0518  0.005
H: 0.8890 1.5383 4.3019  0.026
H: -0.4342 1.8117 5.4187  0.014
H: 1.1156 2.6401 5.6745  0.022
F: 6.3524 2.5728 -2.7065  0.066
C: 5.2241 2.2523 -3.3770  -0.174
C: 4.1956 1.6304 -2.7930  0.066
N: 3.0543 1.2770 -3.4712  0.021
C: 1.9252 0.7687 -2.7018  -0.038
C: 1.2202 1.8743 -1.9266  -0.624
O: 1.5061 3.0390 -2.1506  0.049
O: 0.3412 1.4544 -1.0966  -0.199
C: 2.8604 1.6363 -4.7809  -0.469
O: 1.8559 1.4073 -5.4171  0.078
N: 3.9528 2.2768 -5.3590  0.211
C: 5.1627 2.6327 -4.7832  -0.410
O: 6.0430 3.1968 -5.4115  0.058
H: 4.2250 1.3676 -1.7405  0.133
H: 2.2905 0.0001 -2.0240  0.084
H: 1.2231 0.3072 -3.3967  0.130
H: 3.8237 2.5476 -6.3252  0.161
C: -3.5543 -5.1194 -3.9212  -0.207
C: -2.7596 -3.9829 -4.5867  -0.189
C: -2.0818 -3.0761 -3.5520  -0.203
C: -3.0080 -2.8679 -2.3438  -0.432
C: -3.1270 -4.2230 -1.6050  -0.204
C: -2.9776 -5.4265 -2.5464  -0.208
P: -2.4482 -1.5195 -1.2155  1.092
C: -2.9190 0.0249 -2.1681  -0.404
C: -1.7830 0.4389 -3.1244  -0.225
C: -2.1827 1.6643 -3.9355  -0.172
C: -3.2880 1.2999 -4.9364  -0.193
C: -4.1185 0.1098 -4.4427  -0.203
C: -4.2787 0.1012 -2.9233  -0.195
C: -3.6461 -1.4761 0.2104  -0.432
C: -5.1345 -1.2991 -0.1582  -0.198
C: -6.0795 -1.6520 1.0006  -0.199
C: -5.4154 -1.3474 2.3341  -0.197
C: -4.2319 -2.2986 2.5378  -0.177
C: -3.5073 -2.6265 1.2182  -0.207
H: -3.5561 -6.0084 -4.5565  0.098
H: -4.6022 -4.8227 -3.8054  0.106
H: -3.4294 -3.3814 -5.2086  0.097
H: -2.0006 -4.3964 -5.2562  0.104
H: -1.7978 -2.1450 -4.0261  0.077
H: -1.1573 -3.5329 -3.1875  0.087
H: -3.9979 -2.5830 -2.7209  0.097
H: -4.1032 -4.2744 -1.1175  0.099
H: -2.3694 -4.2818 -0.8187  0.077
H: -3.4716 -6.2950 -2.1034  0.105
H: -1.9202 -5.6843 -2.6416  0.075
H: -2.9220 0.7795 -1.3677  0.100
H: -1.5208 -0.3636 -3.8127  0.090
H: -0.8985 0.6505 -2.5421  0.057
H: -1.3193 2.0876 -4.4520  0.112
H: -2.5368 2.4324 -3.2452  0.095
H: -2.8431 1.0517 -5.9049  0.102
H: -3.9406 2.1611 -5.1073  0.101
H: -3.6514 -0.8297 -4.7530  0.092
H: -5.1064 0.1221 -4.9135  0.103
H: -4.9385 -0.7170 -2.6498  0.067
H: -4.8018 1.0137 -2.6170  0.111
H: -3.3146 -0.5608 0.7219  0.075
H: -5.3922 -1.9139 -1.0250  0.092
H: -5.3019 -0.2596 -0.4456  0.097
H: -6.3244 -2.7201 0.9646  0.106
H: -7.0241 -1.1138 0.8822  0.102
H: -6.1255 -1.4336 3.1605  0.104
H: -5.0610 -0.3119 2.3415  0.098
H: -4.5861 -3.2339 2.9846  0.107
H: -3.5355 -1.8496 3.2393  0.072
H: -3.9456 -3.5256 0.7801  0.086
H: -2.4581 -2.8680 1.4060  0.050
C: -0.9252 1.2306 1.7211  -0.527
C: -1.5923 0.8660 2.9635  -0.464
C: -2.4529 1.6654 3.7688  -0.188
C: -2.9898 1.2430 4.9753  -0.130
C: -2.7012 -0.0089 5.5013  -0.148
C: -1.8697 -0.8387 4.7433  -0.149
C: -1.3691 -0.4270 3.5292  -0.120
H: -2.6959 2.6630 3.4417  0.022
H: -3.6317 1.9231 5.5281  0.093
H: -3.1004 -0.3274 6.4557  0.073
H: -1.6093 -1.8272 5.1084  0.096
H: -0.7067 -1.1242 3.0086  0.071